[1]
Computed, not measured: a 13-piece molecular cluster, C22H74N4O13 overall, with ωB97M-V with the def2-TZVPD basis set.

Summary:
electronic energy = -2079.5711 hartree
HOMO-LUMO gap = 9.291 eV

```
113
Properties=species:S:1:pos:R:3:forces:R:3:mulliken_charge:R:1
C 3.63574 5.89897 -1.15308 0.30 -0.28 -1.26 -1.41
C 2.36253 5.50534 -1.88942 -1.13 0.43 0.54 0.43
C 1.47174 4.66741 -0.94839 0.80 0.30 -0.50 -0.42
O 0.23654 4.47315 -1.56196 -0.62 -0.07 -0.19 -0.34
C -0.49761 3.44978 -0.92824 -0.02 -0.10 0.34 -0.09
N 1.67837 6.73123 -2.37969 -0.05 -0.38 0.42 -0.76
H 4.26095 6.45539 -1.85699 -0.05 0.19 0.22 0.40
H 4.22538 5.01680 -0.89376 -0.17 0.01 0.36 0.22
H 3.40884 6.52457 -0.29397 0.06 -0.06 0.17 0.40
H 2.52661 4.87183 -2.76676 0.38 0.15 0.03 0.23
H 1.33581 5.19023 0.00901 0.09 -0.15 0.11 0.41
H 1.95843 3.68905 -0.80848 0.04 0.10 0.33 0.03
H -0.49880 3.56989 0.16276 0.00 0.11 -0.02 0.48
H -0.03590 2.48191 -1.13626 -0.15 -0.04 -0.06 -0.25
H -1.52708 3.47712 -1.27342 0.02 -0.08 -0.13 0.26
H 1.51404 7.36357 -1.59575 0.26 -0.06 -0.04 0.30
H 0.73292 6.48888 -2.67396 0.20 -0.11 -0.18 0.31
C -0.15847 -1.84580 -0.39197 -0.52 0.26 -0.82 -0.15
C -0.27494 -1.24448 0.98696 0.13 1.03 -0.38 0.87
C -0.19214 0.28257 0.89568 -1.04 0.27 0.15 -1.19
O 0.97797 0.80020 0.31357 0.24 -0.14 -0.06 0.39
C 2.16453 0.47872 1.00595 0.53 -0.21 -0.09 -0.70
N -1.57288 -1.60718 1.65617 1.78 -0.11 0.03 -0.21
H 0.72310 -1.49146 -0.92700 0.37 -0.32 0.39 -0.38
H -0.95719 -1.45306 -1.04139 -0.22 -0.19 0.32 0.10
H -0.20174 -2.93477 -0.42947 0.16 0.00 0.16 0.16
H 0.59857 -1.52398 1.59139 -0.31 -0.34 0.11 0.13
H -0.35624 0.71798 1.88959 0.23 0.02 0.16 0.72
H -1.01328 0.67971 0.28264 0.04 -0.23 -0.02 -0.28
H 2.10323 0.66507 2.08488 -0.22 0.09 -0.07 0.47
H 2.96039 1.09347 0.58372 -0.07 0.02 0.01 -0.24
H 2.46309 -0.56743 0.85890 -0.12 0.06 -0.01 0.24
H -1.31725 -2.54716 1.96790 -0.83 -0.04 0.17 -0.23
H -1.58967 -1.04756 2.51525 -0.26 -0.21 -0.08 0.38
C -1.38760 3.56808 -6.02384 0.10 0.77 0.17 -1.57
C -2.21618 3.55620 -4.74549 -0.36 -0.30 -0.15 0.38
C -2.28980 2.17046 -4.09958 0.48 0.30 -0.68 -0.19
O -3.16286 2.25005 -3.01044 -0.41 0.00 0.44 -0.42
C -3.25694 1.02546 -2.33136 0.02 -0.20 0.18 -0.52
N -1.82078 4.61707 -3.81794 0.23 -0.48 0.06 -0.72
H -1.75936 2.82676 -6.72835 0.15 -0.05 -0.06 0.44
H -0.30751 3.46826 -5.87793 -0.10 -0.42 0.23 0.27
H -1.48815 4.56787 -6.45912 -0.16 -0.18 -0.14 0.38
H -3.24896 3.75002 -5.06802 0.07 0.20 0.17 0.31
H -1.29880 1.81846 -3.77236 0.01 0.01 -0.05 -0.11
H -2.68880 1.46833 -4.84819 0.12 -0.11 0.10 0.54
H -2.34028 0.81882 -1.75916 0.00 -0.05 -0.11 0.12
H -3.43008 0.20026 -3.03331 0.04 -0.01 0.05 0.45
H -4.08866 1.06179 -1.63035 -0.03 0.14 -0.02 0.24
H -0.85022 4.45523 -3.54658 -0.02 0.17 -0.13 0.20
H -2.32612 4.44075 -2.95234 -0.15 0.28 -0.13 0.37
C 2.04425 -4.31166 1.78163 1.15 -0.32 -0.54 -1.29
C 1.23520 -5.59947 1.56963 0.50 1.00 0.09 0.44
C 0.11836 -5.73820 2.58212 -0.16 0.03 -0.57 -0.34
O 0.62703 -5.51575 3.85467 -0.07 0.22 0.43 -0.32
C -0.37224 -5.48010 4.85397 0.48 0.04 0.57 -0.67
N 0.62583 -5.57123 0.22762 -0.06 -1.16 0.23 -0.53
H 1.53084 -3.37279 1.97955 -0.44 -0.26 0.06 -0.12
H 2.63945 -4.16467 0.86796 -0.24 0.14 -0.02 0.45
H 2.82008 -4.45087 2.53943 -0.40 0.03 0.28 0.50
H 1.96706 -6.40490 1.72319 -0.25 -0.18 -0.17 0.26
H -0.35161 -6.73077 2.50112 -0.05 0.00 0.02 0.41
H -0.64208 -4.98202 2.32153 -0.06 -0.05 0.10 -0.01
H -1.31167 -5.05052 4.49972 -0.05 -0.10 -0.14 0.23
H -0.00289 -4.84589 5.66500 0.00 -0.04 -0.12 0.26
H -0.52473 -6.47686 5.27989 -0.26 -0.02 -0.18 0.28
H 0.15653 -6.47823 0.13361 -0.18 0.34 -0.17 0.26
H 1.34287 -5.63428 -0.49195 0.09 0.34 0.16 0.24
O -4.23452 -1.18937 0.69543 0.54 -0.15 0.00 -0.72
H -3.29538 -1.45937 0.84338 -0.10 0.15 0.04 0.35
H -4.57246 -1.83660 0.06876 -0.19 0.05 -0.01 0.31
O 5.40326 2.28327 0.27586 -0.11 0.04 0.01 -0.61
H 6.02804 3.01589 0.27557 0.02 -0.04 -0.02 0.29
H 4.68995 2.57439 0.85361 0.06 0.03 0.02 0.28
O -4.05464 1.63986 1.62370 0.38 -0.23 -0.14 -0.62
H -3.76768 0.76268 1.31368 -0.31 0.32 0.11 0.32
H -4.89523 1.77215 1.17704 -0.06 0.02 0.05 0.29
C -2.02185 3.84074 4.38563 -0.64 -0.36 -0.23 -0.52
O -2.36781 2.51293 4.01059 0.15 -0.04 0.06 -0.43
H -1.26595 3.76041 5.16040 0.24 0.10 -0.13 0.23
H -1.67787 4.40291 3.51474 0.27 0.14 0.16 0.20
H -2.87616 4.37129 4.82157 0.00 -0.01 -0.05 0.26
H -2.98519 2.51431 3.26675 -0.05 0.02 0.04 0.28
C 3.71706 -1.67883 -3.04494 -0.08 -0.09 0.36 -0.60
O 2.33943 -1.96054 -2.95221 -0.30 -0.15 0.08 -0.56
H 4.03352 -0.97089 -2.26999 0.09 0.08 -0.15 0.21
H 4.24002 -2.61545 -2.85029 0.09 0.02 -0.14 0.29
H 3.99545 -1.31060 -4.03527 0.08 0.07 0.00 0.27
H 1.82798 -1.14390 -2.83784 0.09 0.06 -0.21 0.38
C 2.11297 1.41794 -2.95800 -0.54 -0.17 -0.36 -0.33
O 0.96500 0.58112 -2.70760 0.53 0.07 0.09 -0.85
H 1.78367 2.43720 -3.17896 0.10 0.04 0.19 0.05
H 2.83627 1.40170 -2.14155 -0.09 0.04 0.10 0.16
H 2.59809 1.02852 -3.85341 0.00 -0.01 0.05 0.43
H 0.74225 0.65978 -1.76945 0.11 0.04 0.09 0.03
C -2.78730 -4.39498 -0.27301 -1.30 -1.09 1.56 0.31
O -3.84487 -5.38507 -0.36063 0.15 0.35 -0.49 -0.59
H -2.75150 -3.84407 -1.20154 0.35 -0.10 -0.18 0.28
H -3.06661 -3.74076 0.56295 0.23 0.36 -0.27 -0.18
H -1.89933 -4.93212 0.05082 0.60 0.50 -0.66 -0.07
H -3.71194 -6.00384 0.36054 -0.07 -0.02 0.01 0.29
C -4.31190 -2.82177 3.88396 -0.12 -0.22 -0.09 -0.25
O -4.89908 -1.59278 3.53478 0.14 0.20 0.06 -0.56
H -3.27877 -2.91027 3.52892 0.03 0.01 0.04 -0.16
H -4.31040 -2.90386 4.97045 0.04 0.04 0.01 0.34
H -4.88187 -3.67333 3.48751 0.06 0.03 -0.01 0.26
H -4.62733 -1.35411 2.63719 -0.25 -0.13 -0.05 0.42
C 4.91883 -1.89393 2.61147 0.57 -0.01 -0.95 -0.27
O 4.87181 -2.45594 3.89534 -0.06 0.00 0.33 -0.51
H 4.36804 -0.95768 2.58036 -0.26 -0.09 0.23 0.04
H 5.93914 -1.64327 2.28517 -0.02 -0.05 0.22 0.34
H 4.52871 -2.58619 1.85574 -0.23 0.17 0.02 0.11
H 5.35935 -3.28313 3.86407 -0.01 -0.01 0.12 0.31
```
Positions in Å, forces in eV/Å.

[2]
Computed, not measured: one molecule with the formula C7H12, with ωB97M-V with the def2-TZVPD basis set.

Summary:
electronic energy = -273.8499 hartree
HOMO-LUMO gap = 9.308 eV

```
19
Properties=species:S:1:pos:R:3:forces:R:3:nbo_charge:R:1
C -1.75266 1.70839 0.00427 0.38 0.69 0.42 -0.61
C -1.36345 0.26778 -0.26555 -0.17 -0.35 0.40 -0.43
C -0.00760 -0.20501 0.26906 0.08 1.07 -1.86 -0.05
C 0.57329 -1.27154 -0.30304 0.28 0.63 0.53 -0.15
C -0.02775 -2.11922 -1.38507 0.80 -0.80 1.04 -0.66
C 2.12538 0.83095 0.98794 -0.45 0.13 0.24 -0.38
C 0.79021 0.74866 1.05999 0.12 -0.06 -0.60 -0.21
H -1.11072 2.44218 -0.49282 0.07 -0.24 -0.21 0.21
H -2.77422 1.95015 -0.27849 -0.11 -0.25 -0.13 0.22
H -1.65398 1.96009 1.05944 -0.25 -0.10 0.15 0.20
H -2.11888 -0.38066 0.18907 -0.20 -0.01 -0.21 0.21
H -1.38498 0.10077 -1.34477 -0.07 -0.13 0.07 0.21
H 1.58881 -1.44303 0.04417 -0.06 -0.50 -0.18 0.20
H -1.08528 -2.21993 -1.16965 -0.27 0.11 -0.71 0.22
H 0.26189 -1.81065 -2.39116 -0.53 0.40 -0.01 0.22
H 0.39785 -3.12407 -1.30641 -0.10 -0.06 0.06 0.22
H 2.65737 1.36059 1.76893 0.18 0.47 -0.48 0.20
H 2.65030 0.39823 0.14675 0.31 -0.50 0.45 0.20
H 0.26021 1.57561 1.51532 -0.02 -0.52 1.03 0.20
```
Positions in Å, forces in eV/Å.

Respective energy relative to the best compared isomer or geometry (same formula, charge and spin) values: 0.0 36.8 kcal/mol.